[1]
{"formula": "C37H36GaN7O3S", "method": "ωB97M-V with the def2-TZVPD basis set", "orbital_gap_ev": 6.66, "de_lowest_kcal_mol": 4.8, "charge": 0, "e_lumo_ev": -0.489, "molar_mass_g_mol": 728.53, "species": ["Ga", "S", "O", "O", "O", "N", "N", "N", "N", "N", "N", "N", "C", "C", "C", "C", "C", "C", "C", "C", "C", "C", "C", "C", "C", "C", "C", "C", "C", "C", "C", "C", "C", "C", "C", "C", "C", "C", "C", "C", "C", "C", "C", "C", "C", "C", "C", "C", "C", "H", "H", "H", "H", "H", "H", "H", "H", "H", "H", "H", "H", "H", "H", "H", "H", "H", "H", "H", "H", "H", "H", "H", "H", "H", "H", "H", "H", "H", "H", "H", "H", "H", "H", "H", "H"], "coordinates": [[0.229, 0.418, -0.019], [-0.879, 2.611, 0.952], [-0.434, -1.500, -0.158], [0.931, 1.522, -1.427], [1.537, 4.198, -2.298], [-2.379, -1.319, 3.182], [-3.436, 2.649, 2.398], [1.800, -2.090, -0.337], [-2.656, 1.279, -0.674], [-3.531, 2.040, 1.216], [1.922, -0.721, -0.535], [-1.661, 0.718, -1.145], [2.458, 3.295, -1.868], [-2.865, 0.743, -3.288], [-1.852, 0.226, -2.490], [-4.516, 2.611, 3.282], [-1.447, -5.573, -0.295], [3.759, 3.762, -1.844], [-1.097, -1.134, -4.318], [0.184, 3.844, -2.595], [-3.859, -1.240, 3.040], [3.078, -0.243, -0.774], [3.281, 1.159, -1.093], [4.832, 2.957, -1.462], [-2.440, 1.991, 0.532], [0.060, 0.003, 4.326], [-3.003, 0.303, -4.594], [-6.805, 2.100, 3.795], [-0.953, -0.697, -3.011], [2.358, 0.295, 3.765], [0.724, -6.054, 0.621], [-5.383, 3.012, 5.491], [-5.762, 2.137, 2.881], [0.169, -3.803, -0.028], [-1.830, -2.558, 2.556], [2.175, 1.973, -1.441], [1.379, 0.135, 4.733], [-6.629, 2.536, 5.101], [1.080, -4.720, 0.487], [-0.539, -6.484, 0.231], [0.697, 0.167, 1.973], [4.592, 1.651, -1.107], [-2.124, -0.641, -5.111], [-4.327, 3.044, 4.594], [-1.728, -0.072, 2.618], [2.013, 0.318, 2.418], [-0.271, 0.009, 2.972], [0.538, -2.365, -0.171], [-1.096, -4.235, -0.418], [-2.229, -0.977, -6.134], [-2.298, 0.764, 3.025], [3.936, -0.915, -0.756], [-2.137, -1.341, 4.171], [-3.352, 3.412, 4.899], [-0.758, -2.588, 2.731], [-2.563, 3.106, 2.642], [0.134, 3.016, -3.299], [5.407, 0.988, -0.834], [-5.228, 3.358, 6.506], [-2.324, -3.422, 2.994], [2.063, -4.372, 0.775], [-4.310, -2.123, 3.485], [-0.237, 4.738, -3.050], [2.809, 0.463, 1.696], [-0.369, 3.587, -1.694], [-0.147, -1.066, -2.398], [-0.718, -0.051, 5.087], [-3.528, 1.494, -2.880], [-2.427, -5.906, -0.615], [-4.215, -0.337, 3.529], [-7.452, 2.513, 5.803], [-5.896, 1.806, 1.860], [-0.396, -1.855, -4.720], [-7.773, 1.734, 3.475], [-4.089, -1.195, 1.978], [3.919, 4.791, -2.145], [-0.811, -7.527, 0.330], [-1.793, -3.514, -0.831], [1.633, 0.138, 5.785], [-3.791, 0.710, -5.214], [5.838, 3.357, -1.464], [1.436, -6.762, 1.028], [3.394, 0.415, 4.060], [-1.892, -0.129, 1.546], [-2.014, -2.493, 1.489]]}

***

[2]
{"formula": "C7H10O2", "method": "ωB97M-V with the def2-TZVPD basis set", "orbital_gap_ev": [8.38, 5.85], "de_lowest_kcal_mol": 85.5, "charge": 0, "smiles": "CC1=C(O)C(O)=C(C)C1", "e_lumo_ev": [0.663, -0.331], "molar_mass_g_mol": 126.15, "species": ["O", "O", "C", "C", "C", "C", "C", "C", "C", "H", "H", "H", "H", "H", "H", "H", "H", "H", "H"], "coordinates": [[-1.451, -2.314, -0.438], [1.557, -2.147, 0.083], [2.059, 0.885, 0.482], [-1.255, 0.158, -0.582], [0.016, 0.904, -1.157], [0.635, -1.150, -0.122], [-1.785, 0.796, 0.695], [0.992, 0.216, -0.295], [-0.713, -1.203, -0.380], [-2.669, 0.267, 1.059], [-0.010, 1.984, -1.011], [2.762, 0.163, 0.895], [-2.354, -2.024, -0.661], [2.595, 1.634, -0.104], [-1.075, 0.836, 1.544], [1.578, 1.410, 1.322], [1.095, -2.927, 0.411], [-2.109, 1.818, 0.481], [0.132, 0.695, -2.221]]}

***

[3]
{"formula": "C4H6INO", "method": "ωB97M-V with the def2-TZVPD basis set", "orbital_gap_ev": 9.80, "de_lowest_kcal_mol": 66.6, "charge": 0, "smiles": "Cc1cnoc1.I", "e_lumo_ev": 0.659, "molar_mass_g_mol": 211.00, "species": ["I", "O", "N", "C", "C", "C", "C", "H", "H", "H", "H", "H", "H"], "coordinates": [[4.789, -0.231, -0.062], [0.748, -1.557, 0.452], [1.461, -0.341, 0.234], [-0.539, -1.286, 0.460], [-2.030, 0.659, -0.314], [0.508, 0.549, -0.009], [-0.738, -0.004, 0.038], [-2.333, 1.239, 0.468], [3.194, 0.190, 0.079], [-1.757, 1.388, -1.126], [-1.120, -2.174, 0.618], [0.746, 1.616, -0.443], [-2.929, -0.047, -0.393]]}